# 1
This record from OMol25 describes an isolated molecule of C4H4N2O at a distorted geometry. The level of theory is ωB97M-V/def2-TZVPD.

Summary:
Orbital gap ... 0.37156 hartree
SMILES ... O=Cc1cnc[nH]1

Cartesian coordinates (Å):
O1 -2.737 -1.118 -0.013
C1 -1.997 -0.167 0.038
C2 -0.464 -0.130 0.239
C3 0.135 1.078 -0.013
N1 1.473 1.053 -0.228
C4 1.812 -0.205 -0.104
N2 0.796 -1.053 0.161
H1 -2.462 0.853 -0.143
H2 -0.388 2.025 -0.068
H3 2.858 -0.506 -0.207
H4 1.143 -2.018 0.332

Charges computed using Löwdin, reported in e: atom 1 (O): 0.0306, atom 2 (C): -0.2341, atom 3 (C): -0.0797, atom 4 (C): -0.1627, atom 5 (N): 0.0491, atom 6 (C): -0.2343, atom 7 (N): 0.1025, atom 8 (H): 0.1318, atom 9 (H): 0.1130, atom 10 (H): 0.1285, atom 11 (H): 0.1553

# 2
This record from OMol25 describes an isolated molecule of C4H4N2O at a distorted geometry. The level of theory is ωB97M-V/def2-TZVPD.

Summary:
Orbital gap (spin up / spin down) ... 0.29513 / 0.29522 hartree
SMILES ... [O-][n+]1ccccn1

Cartesian coordinates (Å):
O1 -0.825 1.508 0.144
N1 -1.357 0.329 0.441
C1 -0.406 -0.439 1.274
C2 0.797 -0.239 0.650
C3 0.763 0.557 -0.533
C4 -0.313 -0.200 -1.363
N2 -1.427 -0.397 -0.804
H1 -0.630 -0.790 2.214
H2 1.778 -0.574 0.895
H3 1.576 1.148 -0.715
H4 0.045 -0.904 -2.205

Charges computed using Löwdin, reported in e: atom 1 (O): -0.0689, atom 2 (N): -0.2330, atom 3 (C): 0.0116, atom 4 (C): -0.0925, atom 5 (C): 0.0055, atom 6 (C): -0.1292, atom 7 (N): 0.0843, atom 8 (H): 0.0804, atom 9 (H): 0.1051, atom 10 (H): 0.0903, atom 11 (H): 0.1464

# 3
This record from OMol25 describes an isolated molecule of C4H4N2O at a distorted geometry. The level of theory is ωB97M-V/def2-TZVPD.

Summary:
Orbital gap ... 0.30054 hartree
SMILES ... N=C=C/N=C\C=O

Cartesian coordinates (Å):
N1 -0.526 -1.302 1.930
C1 -1.101 -0.465 1.326
C2 -1.609 0.488 0.493
N2 -0.775 0.812 -0.485
C3 0.323 0.734 -1.135
C4 1.515 -0.097 -0.913
O1 1.676 -0.907 -0.014
H1 0.388 -1.719 1.897
H2 -2.580 0.973 0.565
H3 0.373 1.407 -1.996
H4 2.316 0.075 -1.668

Charges computed using Löwdin, reported in e: atom 1 (N): 0.2369, atom 2 (C): -0.0656, atom 3 (C): -0.1815, atom 4 (N): 0.0318, atom 5 (C): -0.1587, atom 6 (C): -0.2574, atom 7 (O): -0.0039, atom 8 (H): 0.1032, atom 9 (H): 0.0958, atom 10 (H): 0.0901, atom 11 (H): 0.1091

# 4
This record from OMol25 describes a cluster of 2 separate species, C4H4N2O in total. The level of theory is ωB97M-V/def2-TZVPD.

Summary:
Orbital gap ... 0.28972 hartree

Cartesian coordinates (Å):
O1 -2.635 -0.983 0.606
C1 -1.751 -0.405 0.068
C2 -0.474 -0.291 -0.379
C3 -0.145 1.080 -0.146
N1 1.182 1.099 0.350
C4 1.609 -0.118 0.169
N2 0.722 -1.019 -0.372
H1 -1.525 1.168 0.338
H2 -0.385 1.908 -0.816
H3 2.628 -0.429 0.376
H4 0.774 -2.011 -0.194

Charges computed using Löwdin, reported in e: atom 1 (O): 0.1035, atom 2 (C): -0.2377, atom 3 (C): -0.2668, atom 4 (C): -0.1786, atom 5 (N): 0.0795, atom 6 (C): -0.1757, atom 7 (N): 0.1011, atom 8 (H): 0.1820, atom 9 (H): 0.1155, atom 10 (H): 0.1277, atom 11 (H): 0.1495

# 5
This record from OMol25 describes an isolated molecule of C4H4N2O at a distorted geometry. The level of theory is ωB97M-V/def2-TZVPD.

Summary:
Orbital gap ... 0.29380 hartree
SMILES ... C#CC(=O)NN=C

Cartesian coordinates (Å):
C1 -1.585 1.921 -0.223
C2 -1.514 0.556 0.184
C3 -0.843 -0.649 0.157
O1 -1.205 -1.760 -0.575
N1 0.517 -0.652 0.850
N2 1.240 0.483 0.315
C4 2.573 0.385 -0.520
H1 -1.773 2.985 -0.294
H2 1.054 -1.591 0.426
H3 3.333 1.279 -0.424
H4 2.950 -0.685 -0.855

Charges computed using Löwdin, reported in e: atom 1 (C): 0.2314, atom 2 (C): -0.0109, atom 3 (C): -0.3911, atom 4 (O): -0.0490, atom 5 (N): -0.0342, atom 6 (N): -0.0934, atom 7 (C): 0.0257, atom 8 (H): 0.0275, atom 9 (H): 0.1763, atom 10 (H): 0.0634, atom 11 (H): 0.0543

# 6
This record from OMol25 describes an isolated molecule of C4H4N2O2 at a distorted geometry. The level of theory is ωB97M-V/def2-TZVPD.

Summary:
Orbital gap ... 0.37505 hartree
SMILES ... O=COn1cccn1

Cartesian coordinates (Å):
O1 -2.386 0.483 0.913
C1 -2.129 -0.031 -0.130
O2 -0.988 -0.581 -0.749
N1 0.115 -0.194 -0.214
C2 0.736 0.942 -0.459
C3 1.901 0.968 0.039
C4 2.116 -0.432 0.480
N2 1.071 -1.201 0.183
H1 -2.933 -0.543 -0.613
H2 0.039 1.727 -0.875
H3 2.929 1.609 -0.093
H4 2.912 -0.925 0.910

Charges computed using Löwdin, reported in e: atom 1 (O): 0.1298, atom 2 (C): -0.2573, atom 3 (O): 0.0440, atom 4 (N): -0.2124, atom 5 (C): -0.1670, atom 6 (C): -0.0835, atom 7 (C): -0.1235, atom 8 (N): 0.1421, atom 9 (H): 0.1307, atom 10 (H): 0.1637, atom 11 (H): 0.1615, atom 12 (H): 0.0718

# 7
This record from OMol25 describes a cluster of 2 separate species, C4H4N2O2 in total at a distorted geometry. The level of theory is ωB97M-V/def2-TZVPD.

Summary:
Orbital gap ... 0.22121 hartree

Cartesian coordinates (Å):
C1 2.220 -0.416 0.070
C2 1.149 0.539 -0.256
C3 -0.137 0.221 -0.270
C4 -2.002 -0.898 -0.004
H1 2.009 -1.439 0.351
H2 1.660 1.500 -0.197
H3 -1.501 2.105 1.386
H4 -2.423 -1.864 -0.166
N1 -1.291 1.064 -0.460
N2 -2.451 0.279 0.008
O1 3.409 -0.033 -0.153
O2 -0.643 -1.058 -0.309

Charges computed using Löwdin, reported in e: atom 1 (C): -0.2067, atom 2 (C): -0.0041, atom 3 (C): -0.3746, atom 4 (C): -0.1804, atom 5 (H): 0.1153, atom 6 (H): 0.1325, atom 7 (H): 0.2412, atom 8 (H): 0.1324, atom 9 (N): 0.1134, atom 10 (N): 0.0149, atom 11 (O): -0.0130, atom 12 (O): 0.0290

# 8
This record from OMol25 describes an isolated molecule of C4H4N2O2 at a distorted geometry. The level of theory is ωB97M-V/def2-TZVPD.

Summary:
Orbital gap ... 0.35660 hartree
SMILES ... C=C(C#N)C(=O)NO

Cartesian coordinates (Å):
C1 -0.372 1.571 -0.143
C2 -0.870 0.303 -0.245
C3 -2.190 -0.300 -0.037
N1 -3.297 -0.446 0.263
C4 -0.022 -1.044 -0.128
O1 -0.779 -2.054 0.063
N2 1.425 -1.097 -0.275
O2 1.900 -0.065 0.456
H1 0.890 1.511 0.096
H2 -0.781 2.671 0.045
H3 1.911 -1.960 -0.151
H4 2.184 0.910 0.056

Charges computed using Löwdin, reported in e: atom 1 (C): 0.0939, atom 2 (C): -0.1802, atom 3 (C): -0.2288, atom 4 (N): 0.1770, atom 5 (C): -0.2784, atom 6 (O): 0.0332, atom 7 (N): 0.0016, atom 8 (O): -0.1546, atom 9 (H): 0.1042, atom 10 (H): 0.1195, atom 11 (H): 0.1355, atom 12 (H): 0.1771

# 9
This record from OMol25 describes an isolated molecule of C4H4N2O2 at a distorted geometry. The level of theory is ωB97M-V/def2-TZVPD.

Summary:
Orbital gap (spin up / spin down) ... 0.35558 / 0.27326 hartree

Cartesian coordinates (Å):
C1 -0.737 1.647 -1.396
C2 -0.062 0.160 1.692
C3 0.886 -1.209 -0.074
C4 -0.505 0.264 -1.274
N1 -0.745 2.799 -1.452
N2 -0.839 0.962 1.173
O1 0.825 -0.733 1.218
O2 0.725 -0.187 -1.127
H1 -0.003 0.175 2.873
H2 1.847 -1.568 -0.305
H3 0.015 -1.885 -0.309
H4 -1.406 -0.425 -1.020

Charges computed using Löwdin, reported in e: atom 1 (C): -0.2490, atom 2 (C): -0.3466, atom 3 (C): -0.1368, atom 4 (C): -0.1864, atom 5 (N): 0.1650, atom 6 (N): 0.2134, atom 7 (O): -0.0176, atom 8 (O): -0.0498, atom 9 (H): 0.1674, atom 10 (H): 0.1318, atom 11 (H): 0.1535, atom 12 (H): 0.1550

# 10
This record from OMol25 describes an isolated molecule of C4H4N2O2 at a distorted geometry. The level of theory is ωB97M-V/def2-TZVPD.

Summary:
Orbital gap ... 0.28183 hartree
SMILES ... C=C1C=NO/C1=N/O

Cartesian coordinates (Å):
C1 0.357 1.556 -0.044
C2 -0.296 0.331 -0.004
C3 -1.716 0.130 -0.062
N1 -2.233 -0.902 -0.127
O1 -1.169 -1.781 -0.091
C4 0.027 -1.061 0.026
N2 1.308 -1.523 0.230
O2 2.233 -0.609 -0.298
H1 1.448 1.589 0.445
H2 -0.462 2.386 -0.096
H3 -2.489 0.942 0.115
H4 2.991 -1.056 -0.095

Charges computed using Löwdin, reported in e: atom 1 (C): 0.1121, atom 2 (C): -0.2264, atom 3 (C): -0.2370, atom 4 (N): 0.1129, atom 5 (O): 0.0083, atom 6 (C): -0.2286, atom 7 (N): 0.0777, atom 8 (O): -0.0420, atom 9 (H): 0.1230, atom 10 (H): 0.0989, atom 11 (H): 0.1582, atom 12 (H): 0.0428

Relative energy (zero: lowest compared OMol25 entry of this formula, charge and spin), respectively: 1.503; 7.093; 3.716; 4.559; 9.782; 5.047; 8.140; 6.511; 5.818; 7.398 eV.
Calculated total energy, respectively: -9238.9848; -9233.3948; -9236.7723; -9235.9288; -9230.7054; -11283.4930; -11280.3994; -11282.0285; -11282.7216; -11281.1420 eV.